Here is a 2-piece molecular cluster, C3H8O2S overall from the OMol25 dataset. Energies are from ωB97M-V/def2-TZVPD.

The geometry in ORCA input format:
```
! RIJCOSX wB97M-V def2-TZVPD def2/J DEFGRID3
* xyz -2 1
H -0.94 0.19 -0.98
O 0.65 1.37 -0.77
C -0.47 0.21 1.06
H 2.14 0.43 -2.96
H 0.02 -1.79 1.56
C 0.01 0.22 -0.44
S -1.61 -1.36 3.21
C -0.86 -1.18 1.46
H 1.10 1.36 -1.86
O 1.85 1.29 -3.08
H -1.47 -1.60 0.67
H 0.59 -0.70 -0.65
H -1.33 0.85 1.04
H 0.32 0.72 1.76
*
```

The total energy comes out at -667.69778 Eh. The frontier orbital gap is 5.8 eV.